Version a
{
  "formula": "C2H6FOP",
  "method": "ωB97M-V/def2-TZVPD",
  "total_charge": 0,
  "orbital_gap_ev": [7.872, 7.980],
  "species": ["C", "C", "H", "H", "H", "O", "H", "H", "H", "P", "F"],
  "xyz": [[-0.06633, 1.81069, -0.08562], [-1.21627, -1.89088, 0.33810], [-2.01067, -1.99026, -0.41292], [-1.28048, -2.39556, 1.26645], [-1.01702, -0.87935, 0.57131], [1.16551, 1.54372, -0.46714], [-0.75341, 1.19163, 0.51137], [-0.35923, -2.35759, -0.14940], [-0.36745, 2.91099, -0.29959], [2.38296, 0.60552, -0.25111], [3.52240, 1.45109, -1.02145]],
  "mulliken_charge": [-0.32, -0.65, 0.25, 0.30, -0.11, -0.09, 0.22, 0.26, 0.24, 0.17, -0.26]
}

=====

Version b
{
  "formula": "C2H6FOP",
  "method": "ωB97M-V/def2-TZVPD",
  "total_charge": 0,
  "orbital_gap_ev": 9.622,
  "species": ["C", "P", "H", "H", "H", "O", "C", "H", "H", "H", "F"],
  "xyz": [[-1.21761, -0.81529, -0.31676], [1.16411, 1.17146, -0.40291], [-1.77363, -1.05040, 0.49542], [1.15328, 1.71131, 0.84960], [0.98561, -0.80382, 1.29309], [-1.48554, 0.38490, -0.78596], [0.83678, -0.53131, 0.18358], [2.56010, 0.94950, -0.22716], [-1.08737, -1.65469, -1.15091], [-0.69544, 0.71988, -1.23059], [1.39900, -1.47566, -0.60498]],
  "mulliken_charge": [-0.36, -0.14, 0.35, 0.05, 0.32, -0.45, -0.09, 0.07, 0.20, 0.33, -0.27]
}

=====

Stability ranking, top and bottom: version a is the most stable and version b is the least stable.

=====

Version a
{
  "formula": "C8H26O5",
  "method": "ωB97M-V/def2-TZVPD",
  "total_charge": 0,
  "orbital_gap_ev": 10.197,
  "smiles": "CCO.CCO.CCO.CO.CO",
  "species": ["H", "H", "C", "O", "H", "C", "H", "H", "H", "H", "O", "H", "H", "H", "H", "H", "C", "H", "O", "H", "C", "H", "H", "H", "H", "C", "H", "O", "O", "C", "H", "H", "H", "C", "H", "C", "H", "H", "H"],
  "xyz": [[-25.93044, -24.59700, 23.91014], [-30.83512, -31.98888, 22.09541], [-30.89693, -30.20142, 20.85206], [-32.47262, -31.98531, 20.79828], [-29.84938, -30.06080, 21.11608], [-28.03573, -27.70822, 28.99457], [-25.65624, -29.93915, 20.76997], [-28.14967, -28.76637, 29.21912], [-31.39862, -29.24318, 20.98492], [-24.24776, -25.16289, 24.20040], [-27.47605, -28.65033, 23.64516], [-32.93775, -32.64661, 21.31862], [-27.16257, -28.71920, 21.81875], [-28.77234, -29.28196, 25.14799], [-29.27635, -29.53960, 23.45570], [-25.41666, -27.20389, 25.42182], [-31.56329, -31.29759, 21.66125], [-27.58076, -25.45262, 25.60735], [-27.13918, -28.47188, 20.88277], [-27.13413, -27.55616, 28.39479], [-26.41137, -29.43238, 20.15528], [-25.91620, -28.94654, 19.31656], [-29.36731, -27.92246, 24.15088], [-27.88131, -27.14497, 29.91459], [-26.97941, -28.07794, 24.23699], [-28.79159, -28.85125, 24.14495], [-25.48687, -25.64416, 26.23275], [-27.22852, -26.30246, 25.32622], [-29.05310, -25.73054, 28.16969], [-29.22321, -27.15178, 28.23770], [-32.12917, -30.85251, 22.48980], [-25.33735, -26.11626, 23.22085], [-27.05745, -30.22977, 19.76052], [-25.29176, -25.45833, 24.09107], [-30.96644, -30.45230, 19.79358], [-25.78525, -26.18242, 25.32918], [-29.29577, -27.59804, 27.24186], [-30.15839, -27.37027, 28.76709], [-29.88810, -25.32678, 27.92225]],
  "mulliken_charge": [0.27, 0.31, -0.71, -0.52, 0.05, -1.06, 0.27, 0.35, 0.25, 0.35, -0.63, 0.28, 0.40, 0.23, 0.07, 0.37, -0.23, 0.25, -0.46, 0.18, -0.57, 0.24, 0.24, 0.33, 0.30, -0.37, 0.45, -0.46, -0.55, 0.08, 0.24, 0.19, 0.22, -0.85, 0.35, -0.55, 0.03, 0.38, 0.30]
}

=====

Version b
{
  "formula": "C8H26O5",
  "method": "ωB97M-V/def2-TZVPD",
  "total_charge": 0,
  "orbital_gap_ev": 9.467,
  "smiles": "C/C=C/CCCCC.O.O.O.O.O",
  "species": ["O", "H", "H", "H", "H", "H", "H", "H", "O", "H", "C", "O", "C", "C", "H", "H", "C", "H", "C", "H", "H", "H", "O", "H", "C", "H", "H", "H", "H", "H", "C", "H", "H", "H", "O", "C", "H", "H", "H"],
  "xyz": [[2.02419, -1.02773, 0.78144], [-0.78199, 3.97296, 1.27349], [1.96206, 1.39302, 3.93230], [-2.81771, -1.77429, 2.78253], [0.05752, 1.78500, 0.93774], [0.86827, -2.76232, -3.13386], [-0.82117, -3.23124, -3.28497], [2.40307, 1.34239, -0.32223], [2.76889, 2.20884, -0.07068], [1.91882, -0.82342, -1.75368], [-2.27604, -0.83242, -0.32858], [2.70786, -1.23978, -2.10586], [-0.00950, -3.06894, -2.57395], [-0.30518, 3.78677, 0.31019], [-2.09729, -3.07680, 2.34286], [-1.91110, 1.33304, 1.11568], [-1.78752, 1.69312, 0.09110], [-2.84990, 0.85554, -1.63346], [-2.06215, 0.57195, -0.94188], [0.35582, -3.97530, -2.10561], [2.50196, 2.05002, 2.64573], [1.22885, -0.89969, 1.33570], [1.69489, 1.75152, 3.08186], [0.07081, -1.18811, -1.33692], [-1.78991, -1.97868, -1.17769], [-2.50650, -2.73328, -1.51360], [2.28827, -1.91180, 1.07392], [-1.18007, 0.56586, -1.59109], [-1.80028, -0.81443, 0.65662], [-2.62263, 2.39572, 0.06651], [-0.56666, -2.00674, -1.67120], [0.22719, 1.95338, -0.78873], [3.69584, 1.92890, -0.13192], [3.21078, -1.66008, -1.40575], [-2.03463, -2.32089, 2.93226], [-0.34443, 2.28076, 0.06427], [0.71504, 4.16945, 0.29958], [-0.93472, 4.27948, -0.42794], [-3.35478, -0.89090, -0.15168]],
  "mulliken_charge": [-0.54, 0.34, 0.29, 0.31, -0.08, 0.36, 0.35, 0.27, -0.59, 0.31, -0.35, -0.65, -1.15, -1.60, 0.32, 0.42, -0.75, 0.47, -0.71, 0.26, 0.32, 0.29, -0.60, -0.34, -0.74, 0.33, 0.26, 0.32, 0.15, 0.43, 0.68, 0.33, 0.30, 0.31, -0.66, 0.19, 0.33, 0.42, 0.40]
}

=====

Stability ranking, top and bottom: version b is the most stable and version a is the least stable.

=====

Version a
{
  "formula": "C7H10N2OS",
  "method": "ωB97M-V/def2-TZVPD",
  "total_charge": 0,
  "orbital_gap_ev": 9.201,
  "species": ["H", "C", "H", "S", "H", "C", "C", "N", "H", "H", "C", "C", "N", "H", "C", "H", "H", "H", "O", "C", "H"],
  "xyz": [[2.27678, 0.04406, 1.26234], [2.15012, -0.15674, 0.09331], [-2.38694, 2.16073, 0.23592], [0.16440, 1.76320, 0.48605], [1.23894, -1.55705, -1.34177], [1.22876, -1.29162, -0.23880], [-1.36192, -1.87226, -0.19884], [-2.11509, 0.17374, -0.05725], [-1.33896, -2.92796, -0.51631], [3.20590, -0.25711, -0.19813], [-0.78667, 0.25208, 0.16456], [1.56509, 1.16106, -0.54087], [-2.47967, -1.11865, -0.09642], [1.68019, -2.25750, 0.20731], [-0.22154, -1.13166, 0.04483], [2.43764, 1.89281, -0.42199], [1.37026, 1.27002, -1.65531], [-3.48205, 1.52519, -1.11836], [-0.56477, 2.83465, -0.21621], [-3.02068, 1.28804, -0.10307], [-3.87675, 1.00306, 0.60990]],
  "mulliken_charge": [0.25, -0.66, 0.26, 0.39, 0.23, -0.40, -0.69, 0.71, 0.41, 0.38, 0.01, -0.65, -1.03, 0.32, 0.60, 0.32, 0.37, 0.25, -0.66, -0.68, 0.29]
}

=====

Version b
{
  "formula": "C7H10N2OS",
  "method": "ωB97M-V/def2-TZVPD",
  "total_charge": 0,
  "orbital_gap_ev": 9.800,
  "species": ["H", "N", "C", "H", "S", "C", "H", "O", "H", "H", "H", "H", "H", "C", "C", "C", "C", "C", "N", "H", "H"],
  "xyz": [[1.54447, 2.87738, -0.08125], [-0.17515, -1.01268, 0.58220], [-2.27182, -2.27172, 0.30274], [-2.23221, -2.97706, -0.57929], [2.00647, -0.62400, -1.18039], [-1.08490, -0.33435, -1.18920], [1.85187, -0.43934, 1.15243], [-2.08628, 2.01574, -0.92606], [-1.67491, -2.81141, 1.13403], [-1.35132, -0.65566, -2.22366], [-0.06485, 3.21328, 0.65205], [0.93682, 2.00005, 1.38419], [3.37803, -1.09413, 0.83995], [-1.23535, 1.18677, -0.77919], [-1.27586, -1.24808, -0.03347], [0.30389, -0.12077, -0.50382], [0.68179, 2.37481, 0.43268], [2.70772, -0.24868, 0.45697], [0.01573, 1.30294, -0.29561], [3.26303, 0.70874, 0.33777], [-3.23715, -1.84182, 0.51693]],
  "mulliken_charge": [0.24, -0.62, -1.11, 0.28, -0.15, 0.23, 0.27, -0.65, 0.32, 0.37, 0.33, 0.43, 0.34, 0.30, 0.31, 0.09, -0.94, -0.74, 0.17, 0.22, 0.31]
}

=====

Stability ranking, top and bottom: version b is the most stable and version a is the least stable.

=====

Version a
{
  "formula": "CH2FNOS",
  "method": "ωB97M-V/def2-TZVPD",
  "total_charge": 0,
  "orbital_gap_ev": 10.571,
  "smiles": "O=C(F)NS",
  "species": ["H", "S", "H", "N", "F", "O", "C"],
  "xyz": [[-2.09731, -0.62093, 1.07912], [-1.75802, -0.17613, -0.31054], [-0.01069, 1.41783, -0.34140], [-0.17510, 0.46066, -0.11338], [1.96474, 0.71530, -0.18189], [1.10558, -1.47876, -0.02509], [0.97081, -0.31797, -0.10682]],
  "mulliken_charge": [0.17, -0.13, 0.29, -0.26, -0.25, -0.41, 0.60]
}

=====

Version b
{
  "formula": "CH2FNOS",
  "method": "ωB97M-V/def2-TZVPD",
  "total_charge": 0,
  "orbital_gap_ev": 8.273,
  "species": ["H", "C", "S", "O", "N", "F", "H"],
  "xyz": [[1.69535, 1.31656, -0.14626], [-0.87505, -0.14995, 0.48789], [2.20846, 0.07685, 0.00976], [-0.90953, 0.28502, 1.56376], [0.01952, -0.61446, -0.35231], [-2.04482, -0.10855, -0.28109], [-0.09393, -0.80548, -1.28175]],
  "mulliken_charge": [0.19, 0.67, 0.03, -0.43, -0.47, -0.26, 0.27]
}

=====

Stability ranking, top and bottom: version a is the most stable and version b is the least stable.

=====

Version a
{
  "formula": "C3H8ClN2",
  "method": "ωB97M-V/def2-TZVPD",
  "total_charge": 1,
  "orbital_gap_ev": 9.677,
  "species": ["N", "H", "H", "C", "H", "N", "H", "H", "C", "H", "Cl", "H", "C", "H"],
  "xyz": [[-0.23007, 0.22652, -1.06207], [0.36266, -0.99604, 1.79221], [1.48156, -0.15524, -2.19790], [-0.16606, -0.10982, 0.20630], [0.93359, -1.91186, 0.59142], [0.53380, -0.98279, 0.78294], [-0.54882, 2.25725, 1.62077], [0.25994, -1.52476, -2.24005], [0.43381, -0.43332, -2.20652], [0.13510, -0.12140, -3.23621], [0.14210, 0.62189, 3.16182], [-0.59694, 1.07915, -1.23864], [-0.89122, 1.24835, 2.00281], [-1.84944, 0.80206, 2.02313]],
  "mulliken_charge": [-0.16, 0.14, 0.36, 0.32, 0.28, -0.26, 0.35, 0.30, -0.89, 0.32, -0.05, 0.23, -0.34, 0.39]
}

=====

Version b
{
  "formula": "C3H8ClN2",
  "method": "ωB97M-V/def2-TZVPD",
  "total_charge": 1,
  "orbital_gap_ev": [8.499, 8.736],
  "species": ["N", "H", "Cl", "H", "N", "H", "H", "C", "H", "C", "H", "H", "C", "H"],
  "xyz": [[1.47799, -0.08823, -0.73199], [1.39771, -2.28836, 0.09837], [-2.22189, -0.24187, -0.04996], [-0.25171, 1.99317, -1.23215], [0.42221, -0.48033, -0.16254], [-0.14428, -2.54733, -0.73600], [1.46708, 0.86918, -0.92801], [0.40322, -1.87472, 0.07015], [-1.46117, 2.32557, -0.05783], [-0.62465, 0.36842, 0.08093], [-0.15225, 0.10236, 2.27345], [0.31807, 2.26796, 0.54523], [-0.49270, 1.84414, -0.08153], [-0.13761, -2.24995, 0.91187]],
  "mulliken_charge": [-0.72, 0.35, -0.03, 0.44, 0.73, 0.34, 0.25, -0.80, 0.38, 0.61, 0.14, 0.36, -1.40, 0.36]
}

=====

Stability ranking, top and bottom: version a is the most stable and version b is the least stable.

=====

Version a
{
  "formula": "C5H10OS",
  "method": "ωB97M-V/def2-TZVPD",
  "total_charge": 0,
  "orbital_gap_ev": 9.333,
  "smiles": "CSCCCC=O",
  "species": ["C", "H", "O", "C", "C", "C", "H", "H", "H", "S", "H", "C", "H", "H", "H", "H", "H"],
  "xyz": [[0.97351, 0.42166, 1.18807], [0.52661, -1.56825, 0.69966], [-0.71041, 1.86560, 2.04295], [-1.11616, -0.35378, -0.16714], [0.98890, -1.49971, -1.85235], [-0.05672, -0.67021, 0.91298], [-1.46723, 0.65775, -0.03481], [1.48553, -1.48147, -2.82711], [-1.64898, -1.28024, -0.32768], [-0.32824, -0.30654, -1.92790], [1.94060, 0.11755, 1.58452], [0.41092, 1.44829, 2.17981], [-0.72854, -1.00710, 1.70852], [1.81072, -1.39910, -1.14057], [1.07735, 0.99128, 0.26223], [0.57796, -2.50233, -1.77550], [1.02902, 1.81810, 3.00176]],
  "mulliken_charge": [-0.43, 0.48, -0.46, -0.74, -0.87, -0.76, 0.38, 0.32, 0.39, -0.12, 0.36, -0.13, 0.38, 0.29, 0.24, 0.29, 0.38]
}

=====

Version b
{
  "formula": "C5H10OS",
  "method": "ωB97M-V/def2-TZVPD",
  "total_charge": 0,
  "orbital_gap_ev": [7.599, 7.594],
  "species": ["C", "S", "H", "C", "O", "H", "H", "H", "C", "H", "H", "C", "H", "H", "C", "H", "H"],
  "xyz": [[-0.71082, -0.50906, 0.51123], [3.22451, 0.59347, -0.32480], [-1.19682, 1.08218, -1.42194], [1.39476, -1.83256, -0.18120], [1.75894, 0.75134, -0.47817], [1.34092, -2.79168, 0.47951], [-2.40925, 0.77685, 1.32590], [3.28579, 0.79314, 0.95343], [-1.45542, 0.76727, 0.67809], [-2.26102, 2.40590, -0.55354], [2.45136, -1.38246, 0.00714], [0.45997, -0.86641, 0.12420], [-0.84560, 1.51284, 1.03466], [1.29186, -2.02876, -1.29432], [-2.03114, 1.27569, -0.71998], [-2.94613, 0.75810, -0.98086], [-1.35190, -1.30584, 0.84065]],
  "mulliken_charge": [-0.53, -0.12, 0.31, -0.93, -0.47, 0.30, 0.31, 0.12, -0.47, 0.26, 0.22, 0.71, 0.37, 0.23, -0.96, 0.32, 0.33]
}

=====

Version c
{
  "formula": "C5H10OS",
  "method": "ωB97M-V/def2-TZVPD",
  "total_charge": 0,
  "orbital_gap_ev": 8.046,
  "species": ["H", "C", "H", "H", "H", "C", "C", "H", "C", "H", "O", "H", "C", "H", "H", "S", "H"],
  "xyz": [[-0.02778, -2.21030, -0.16829], [-0.69543, 1.38953, -1.66342], [2.21432, -0.20580, 1.83284], [2.21134, 1.22811, 0.81414], [-3.19646, -1.01727, 1.62880], [-2.85529, -1.10984, 0.49465], [1.01825, -0.42754, 0.22447], [1.65422, -2.41498, 0.12379], [2.25294, 0.18403, 0.77861], [-1.69650, 1.73351, -1.54291], [-0.38571, 1.72068, 1.01151], [-0.34214, 0.65535, -2.41161], [0.84804, -1.69448, -0.05030], [0.03638, 2.17637, -1.50792], [-3.54049, -0.39017, 0.05440], [-0.59273, 0.57058, 0.10062], [3.09704, -0.18779, 0.28062]],
  "mulliken_charge": [0.43, -0.81, 0.27, 0.36, 0.17, -0.41, 0.52, 0.26, -1.30, 0.30, -0.65, 0.32, -0.84, 0.31, 0.18, 0.47, 0.42]
}

=====

Stability ranking, top and bottom: version a is the most stable and version c is the least stable.